Computed, not measured: one molecule with the formula C4H11NO2 at a distorted geometry, with ωB97M-V/def2-TZVPD.

## Properties
ΔE to the lowest compared entry with this formula, charge and spin	1.694	eV
DFT total energy	-9910.5483	eV
charge	0
gap between HOMO and LUMO	10.0	eV
SMILES	C[C@@H](O)[C@H](N)CO

```
18
Properties=species:S:1:pos:R:3:mulliken_charge:R:1
C 0.69328 -0.99584 1.33610 -0.687
O 1.26074 -2.07204 0.54535 -0.536
C -0.26132 -0.18403 0.48205 -0.389
C 0.13086 0.12143 -0.98792 0.468
C -1.15170 0.50668 -1.72553 -1.324
O 1.21539 1.06203 -1.09254 -0.563
N -0.69216 1.02398 1.23267 -0.443
H 0.23899 -1.51995 2.16863 0.327
H 1.47885 -0.28705 1.64064 0.280
H -1.18595 -0.77654 0.34113 0.438
H 0.55559 -0.80265 -1.40092 0.367
H -0.81983 1.22926 -2.47688 0.394
H -1.58918 -0.31877 -2.29878 0.302
H -1.89851 0.89789 -1.03351 0.290
H 1.47730 1.34452 -0.20430 0.337
H -1.51600 0.86262 1.77699 0.226
H 0.03767 1.60765 1.59046 0.194
H 2.02597 -1.69917 0.10635 0.320
```